Entry 1:
9 unconnected molecules or ions with the total composition H18O9. Source: OMol25; level of theory: ωB97M-V/def2-TZVPD.

Each line ends with the natural charge from an NBO analysis.
Positions of all 27 atoms, in Å:
H1 3.616 -3.736 -2.880  0.465
H2 0.226 4.161 1.470  0.471
H3 -1.701 -4.435 3.536  0.467
H4 -1.139 4.374 -2.420  0.472
H5 -4.810 1.011 4.201  0.464
H6 -3.294 -3.119 0.868  0.470
H7 0.480 1.161 -5.372  0.472
O1 0.836 3.785 2.105  -0.939
H8 -0.216 -0.872 0.075  0.471
H9 -4.394 -2.084 0.966  0.472
H10 0.397 0.279 -0.694  0.474
O2 -1.134 5.089 -1.784  -0.941
H11 -0.637 -5.269 4.217  0.467
H12 1.702 3.950 1.733  0.468
O3 3.194 -2.984 -3.296  -0.940
H13 2.574 -2.664 -2.641  0.474
O4 -3.471 -2.228 1.171  -0.941
O5 -1.582 -5.113 4.201  -0.934
O6 6.056 0.184 -0.307  -0.935
H14 -1.272 5.878 -2.309  0.469
H15 5.500 -0.494 -0.692  0.469
H16 -0.931 0.894 -4.891  0.468
H17 6.916 0.041 -0.702  0.466
O7 0.548 -0.634 -0.450  -0.944
O8 -0.123 1.349 -4.652  -0.939
O9 -3.933 0.991 4.585  -0.934
H18 -3.410 0.485 3.963  0.469

Summary:
molar mass	162.135	g/mol
SMILES	O.O.O.O.O.O.O.O.O
orbital gap	11.40	eV
energy relative to the best compared isomer or geometry (same formula, charge and spin)	299.5	kJ/mol
LUMO	0.13	eV
calculated total energy	-18719.0314	eV

Entry 2:
9 unconnected molecules or ions with the total composition H18O9. Source: OMol25; level of theory: ωB97M-V/def2-TZVPD.

Each line ends with the natural charge from an NBO analysis.
Positions of all 27 atoms, in Å:
H1 -17.331 -0.063 4.485  0.471
H2 -19.324 0.753 1.730  0.494
H3 -18.358 0.028 -1.834  0.488
O1 -16.058 -4.007 2.526  -0.939
H4 -18.137 3.079 -0.033  0.470
H5 -17.850 0.214 -0.420  0.484
H6 -14.842 0.208 3.895  0.491
H7 -16.742 0.005 1.787  0.486
O2 -16.491 0.254 4.817  -0.933
O3 -16.913 -3.034 -1.783  -0.955
H8 -14.623 -1.701 1.894  0.479
O4 -13.746 -2.076 1.975  -0.980
O5 -16.099 -0.668 1.564  -0.960
H9 -18.784 1.136 3.092  0.486
H10 -16.403 -1.023 0.729  0.481
H11 -13.187 -1.334 2.204  0.489
O6 -17.919 -0.434 -1.121  -0.968
H12 -15.974 -3.102 -1.961  0.465
O7 -13.973 0.491 3.609  -0.964
H13 -15.370 -3.498 2.098  0.481
H14 -16.866 -3.534 2.327  0.457
H15 -13.719 1.163 4.242  0.461
H16 -16.691 1.107 5.201  0.475
O8 -18.561 1.140 2.161  -0.964
H17 -17.566 2.071 0.942  0.484
O9 -17.471 2.397 0.046  -0.961
H18 -17.042 -2.121 -1.525  0.482

Summary:
molar mass	162.135	g/mol
SMILES	O.O.O.O.O.O.O.O.O
orbital gap	9.62	eV
energy relative to the best compared isomer or geometry (same formula, charge and spin)	229.3	kJ/mol
LUMO	-0.76	eV
calculated total energy	-18719.7593	eV

Entry 3:
9 unconnected molecules or ions with the total composition H18O9 in a non-equilibrium geometry. Source: OMol25; level of theory: ωB97M-V/def2-TZVPD.

Each line ends with the natural charge from an NBO analysis.
Positions of all 27 atoms, in Å:
H1 -1.048 2.260 0.443  0.489
O1 -1.897 -4.201 -0.575  -0.922
H2 0.362 0.754 -0.723  0.447
O2 1.013 -1.246 4.475  -0.933
H3 0.508 -1.707 -1.502  0.459
H4 -1.391 -4.375 -1.376  0.475
O3 -1.490 0.086 1.241  -0.930
H5 1.062 -1.379 3.522  0.462
H6 -0.451 1.465 -3.508  0.469
H7 -1.438 0.162 2.200  0.486
H8 1.564 -1.948 4.839  0.471
O4 -1.928 2.603 0.254  -0.946
H9 0.712 -2.924 -0.615  0.455
H10 0.324 -0.053 0.564  0.470
H11 -2.105 2.312 -0.648  0.452
O5 4.448 0.005 -2.682  -0.933
O6 -0.953 4.332 2.230  -0.934
H12 4.981 -0.783 -2.834  0.468
O7 1.086 -2.468 -1.377  -0.916
H13 -1.589 -0.860 1.086  0.454
O8 0.575 0.809 0.215  -0.924
O9 -1.171 0.848 -3.679  -0.924
H14 3.752 -0.051 -3.346  0.465
H15 -1.376 4.983 1.659  0.473
H16 -1.039 4.705 3.115  0.462
H17 -1.339 -3.599 -0.071  0.447
H18 -1.175 0.271 -2.906  0.456

Summary:
molar mass	162.135	g/mol
SMILES	O.O.O.O.O.O.O.O.O
orbital gap	9.83	eV
energy relative to the best compared isomer or geometry (same formula, charge and spin)	371.8	kJ/mol
LUMO	-0.72	eV
calculated total energy	-18718.2817	eV

Entry 4:
9 unconnected molecules or ions with the total composition H18O9 in a non-equilibrium geometry. Source: OMol25; level of theory: ωB97M-V/def2-TZVPD.

Each line ends with the natural charge from an NBO analysis.
Positions of all 27 atoms, in Å:
O1 4.378 -0.010 -0.171  -0.951
H1 0.370 -3.331 -0.098  0.484
H2 -2.419 1.695 0.288  0.490
H3 -2.599 -1.084 -0.712  0.480
H4 -2.249 2.719 1.224  0.466
O2 -2.366 1.783 1.236  -0.934
H5 -0.849 1.266 1.873  0.500
H6 0.681 1.020 1.601  0.464
H7 0.866 2.029 -1.034  0.497
O3 -1.940 -1.292 -0.069  -0.978
H8 2.469 -2.348 0.792  0.487
O4 0.738 2.991 -1.113  -0.976
H9 -3.763 1.442 -1.613  0.475
H10 3.819 -0.774 -0.050  0.477
H11 0.864 -0.500 -0.425  0.481
O5 0.364 0.313 -0.604  -0.982
H12 1.465 -1.220 1.179  0.511
O6 -0.503 -3.681 -0.026  -0.944
H13 1.690 3.294 -1.274  0.463
H14 -0.730 -3.651 0.894  0.477
O7 1.927 -1.673 0.488  -0.982
H15 -1.652 -2.200 -0.167  0.487
H16 -2.447 1.514 -2.222  0.485
H17 5.251 -0.166 0.157  0.469
O8 -0.015 0.902 2.254  -0.998
H18 -0.433 -0.116 -0.892  0.495
O9 -2.916 1.081 -1.516  -0.946

Summary:
molar mass	162.135	g/mol
SMILES	O.O.O.O.O.O.O.O.O
orbital gap	10.05	eV
energy relative to the best compared isomer or geometry (same formula, charge and spin)	224.7	kJ/mol
LUMO	0.06	eV
calculated total energy	-18719.8068	eV

Entry 5:
9 unconnected molecules or ions with the total composition H18O9 in a non-equilibrium geometry. Source: OMol25; level of theory: ωB97M-V/def2-TZVPD.

Each line ends with the natural charge from an NBO analysis.
Positions of all 27 atoms, in Å:
O1 0.083 3.778 -3.248  -0.922
H1 0.491 1.125 0.944  0.482
O2 0.836 0.619 0.146  -0.971
H2 0.722 1.434 3.192  0.458
H3 -2.437 1.034 3.339  0.467
H4 -0.398 4.492 -3.564  0.461
H5 -2.300 -0.465 1.509  0.477
H6 -3.484 -0.007 3.294  0.471
H7 -1.074 -2.069 -4.117  0.481
H8 -0.616 3.116 -3.186  0.461
H9 3.235 -0.609 -3.610  0.462
H10 3.109 -1.772 -4.551  0.465
H11 0.483 0.983 -0.664  0.486
H12 -0.042 -1.619 0.400  0.475
O3 -0.543 -1.827 1.154  -0.953
H13 0.340 -0.122 2.745  0.476
O4 -2.367 -1.043 0.715  -0.936
H14 2.508 0.098 2.296  0.447
H15 -0.077 -2.413 1.764  0.474
O5 3.755 -1.094 -4.188  -0.927
H16 -1.623 -0.840 0.180  0.451
O6 -2.537 0.114 3.416  -0.924
O7 -1.244 -1.167 -3.710  -0.951
O8 2.402 -0.171 3.150  -0.892
H17 -2.111 -0.921 -3.794  0.470
O9 0.633 0.468 3.448  -0.933
H18 2.255 -1.122 2.937  0.445

Summary:
molar mass	162.135	g/mol
SMILES	O.O.O.O.O.O.O.O.O
orbital gap	8.10	eV
energy relative to the best compared isomer or geometry (same formula, charge and spin)	730.5	kJ/mol
LUMO	-0.10	eV
calculated total energy	-18714.5642	eV

Entry 6:
10 unconnected molecules or ions with the total composition H19O10 in a non-equilibrium geometry. Source: OMol25; level of theory: ωB97M-V/def2-TZVPD.

Each line ends with the natural charge from an NBO analysis.
Positions of all 29 atoms, in Å:
O1 1.537 -0.429 0.139  -1.228
H1 -1.590 1.146 -2.557  0.503
O2 1.432 2.455 -1.556  -0.952
H2 1.212 0.198 1.300  0.516
H3 -1.820 -3.042 0.690  0.482
H4 1.159 1.944 -2.344  0.462
H5 3.880 -0.340 1.751  0.471
O3 -2.288 1.618 1.934  -0.988
H6 -1.381 1.730 2.044  0.493
H7 0.956 1.785 1.025  0.448
H8 -1.678 1.955 0.019  0.513
H9 -0.795 -3.754 -0.258  0.478
O4 1.809 -2.994 -0.111  -1.021
H10 -1.701 -1.363 0.007  0.494
O5 -1.676 -3.352 -0.226  -0.949
H11 1.952 -2.009 0.372  0.525
H12 0.830 -3.062 -0.185  0.421
O6 -1.371 -0.606 0.489  -1.023
H13 1.476 1.757 -0.855  0.484
H14 -3.034 0.452 -3.007  0.469
O7 -1.389 1.667 -0.894  -1.000
O8 -2.195 0.900 -3.308  -0.991
O9 0.749 1.128 1.696  -1.073
H15 -2.423 0.695 1.564  0.499
H16 3.059 0.986 1.651  0.487
O10 3.920 0.680 1.909  -0.962
H17 1.161 -0.630 -0.710  0.453
H18 -0.520 -0.219 0.288  0.523
H19 -1.272 0.705 -0.864  0.469

Summary:
molar mass	179.142	g/mol
orbital gap	8.75	eV
energy relative to the best compared isomer or geometry (same formula, charge and spin)	234.2	kJ/mol
LUMO	2.71	eV
calculated total energy	-20784.0905	eV
charge	-1

Entry 7:
A molecular structure, H19O10 in a non-equilibrium geometry. Source: OMol25; level of theory: ωB97M-V/def2-TZVPD.

Each line ends with the natural charge from an NBO analysis.
Positions of all 29 atoms, in Å:
H1 2.009 0.409 1.825  0.502
H2 0.176 -1.194 -2.518  0.448
H3 1.461 -1.472 -0.168  0.502
H4 -1.848 -0.530 1.778  0.507
O1 1.854 -2.547 1.364  -0.960
H5 -2.457 0.691 -1.269  0.495
O2 2.811 0.892 2.060  -0.974
O3 -2.790 -0.443 1.986  -0.976
H6 -0.448 0.804 2.207  0.458
H7 -1.712 -0.608 -1.803  0.494
O4 0.932 2.170 -0.212  -1.001
H8 -2.589 0.962 0.994  0.510
O5 0.136 -1.951 -1.915  -1.090
H9 0.396 -1.467 -1.097  0.416
H10 0.847 1.319 0.290  0.515
H11 -0.128 0.988 -2.718  0.495
H12 -1.698 1.955 -0.028  0.492
H13 -3.209 -1.299 1.886  0.484
O6 0.218 0.390 1.662  -1.227
H14 1.630 -3.474 1.228  0.462
H15 0.219 2.797 -0.157  0.454
O7 0.625 -1.013 -0.258  -0.938
O8 0.589 0.805 -3.336  -0.972
O9 -2.515 1.514 0.196  -0.999
O10 -1.760 0.351 -1.854  -1.022
H16 1.230 1.003 -2.630  0.472
H17 3.351 0.303 2.588  0.450
H18 0.985 -2.134 1.177  0.490
H19 0.307 -0.282 0.489  0.514

Summary:
molar mass	179.142	g/mol
orbital gap	8.40	eV
energy relative to the best compared isomer or geometry (same formula, charge and spin)	419.3	kJ/mol
LUMO	2.88	eV
calculated total energy	-20782.1719	eV
charge	-1

Entry 8:
2 unconnected molecules or ions with the total composition H2 in a non-equilibrium geometry. Source: OMol25; level of theory: ωB97M-V/def2-TZVPD.

Each line ends with the Löwdin charge.
Positions of all 2 atoms, in Å:
H1 0.000 0.000 1.045  0.000
H2 0.000 0.000 -1.045  0.000

Summary:
molar mass	2.016	g/mol
orbital gap	7.81	eV
energy relative to the best compared isomer or geometry (same formula, charge and spin)	509.7	kJ/mol
LUMO	-2.46	eV
calculated total energy	-26.3067	eV

Entry 9:
2 unconnected molecules or ions with the total composition H2 in a non-equilibrium geometry. Source: OMol25; level of theory: ωB97M-V/def2-TZVPD.

Each line ends with the Löwdin charge.
Positions of all 2 atoms, in Å:
H1 0.101 0.609 0.136  0.000
H2 -0.101 -0.609 -0.136  0.000

Summary:
molar mass	2.016	g/mol
orbital gap	12.73	eV
energy relative to the best compared isomer or geometry (same formula, charge and spin)	197.1	kJ/mol
LUMO	0.60	eV
calculated total energy	-29.5459	eV

Entry 10:
2 unconnected molecules or ions with the total composition H2 in a non-equilibrium geometry. Source: OMol25; level of theory: ωB97M-V/def2-TZVPD.

Each line ends with the Löwdin charge.
Positions of all 2 atoms, in Å:
H1 0.000 0.000 -1.413  0.000
H2 0.000 0.000 1.413  0.000

Summary:
molar mass	2.016	g/mol
orbital gap	5.64	eV
energy relative to the best compared isomer or geometry (same formula, charge and spin)	663.1	kJ/mol
LUMO	-3.73	eV
calculated total energy	-24.7164	eV

Which value of energy relative to the best compared isomer or geometry (same formula, charge and spin) does entry 1 give? 299.5 kJ/mol

Number 6 is which compound? H19O10

Copy entry 2 word for word.
9 unconnected molecules or ions with the total composition H18O9. Source: OMol25; level of theory: ωB97M-V/def2-TZVPD.

Each line ends with the natural charge from an NBO analysis.
Positions of all 27 atoms, in Å:
H1 -17.331 -0.063 4.485  0.471
H2 -19.324 0.753 1.730  0.494
H3 -18.358 0.028 -1.834  0.488
O1 -16.058 -4.007 2.526  -0.939
H4 -18.137 3.079 -0.033  0.470
H5 -17.850 0.214 -0.420  0.484
H6 -14.842 0.208 3.895  0.491
H7 -16.742 0.005 1.787  0.486
O2 -16.491 0.254 4.817  -0.933
O3 -16.913 -3.034 -1.783  -0.955
H8 -14.623 -1.701 1.894  0.479
O4 -13.746 -2.076 1.975  -0.980
O5 -16.099 -0.668 1.564  -0.960
H9 -18.784 1.136 3.092  0.486
H10 -16.403 -1.023 0.729  0.481
H11 -13.187 -1.334 2.204  0.489
O6 -17.919 -0.434 -1.121  -0.968
H12 -15.974 -3.102 -1.961  0.465
O7 -13.973 0.491 3.609  -0.964
H13 -15.370 -3.498 2.098  0.481
H14 -16.866 -3.534 2.327  0.457
H15 -13.719 1.163 4.242  0.461
H16 -16.691 1.107 5.201  0.475
O8 -18.561 1.140 2.161  -0.964
H17 -17.566 2.071 0.942  0.484
O9 -17.471 2.397 0.046  -0.961
H18 -17.042 -2.121 -1.525  0.482

Summary:
molar mass	162.135	g/mol
SMILES	O.O.O.O.O.O.O.O.O
orbital gap	9.62	eV
energy relative to the best compared isomer or geometry (same formula, charge and spin)	229.3	kJ/mol
LUMO	-0.76	eV
calculated total energy	-18719.7593	eV